(a)
The following is a quantum chemistry calculation of a molecular structure, C5H9N2, from the OMol25 dataset.

Values from the calculation:
HOMO (spin up / spin down) = -10.2641 / -15.7495 eV
Multiplicity = 3
LUMO energy (spin up / spin down) = -3.58 / -7.26 eV
Orbital gap (spin up / spin down) = 6.68 / 8.49 eV
Net charge = +1
Expectation value of S² = 2.006

Element x y z (Å)
C  -0.0984  -1.6708  1.4059
C  -1.5165  0.2427  0.3787
C  -0.3011  -0.1693  1.2239
C  0.4282  -0.4751  -0.0383
C  1.8127  0.3070  -0.6137
N  0.4283  -1.8673  0.2794
N  -0.7640  -0.0055  -0.8787
H  -0.3296  -2.2694  2.1888
H  -2.5431  -0.3944  0.5774
H  -1.8178  1.2612  0.4648
H  0.1670  0.5134  1.8593
H  2.5151  0.2290  0.2047
H  1.4146  1.2740  -1.0570
H  2.1554  -0.3877  -1.4989
H  -1.1558  -0.7130  -1.5788
H  -0.7499  0.8252  -1.5949

***

(b)
The following is a quantum chemistry calculation of a gas-phase ion, C5H9N2 (charge +1), from the OMol25 dataset.

Values from the calculation:
HOMO (spin up / spin down) = -10.2499 / -15.9573 eV
Multiplicity = 3
LUMO energy (spin up / spin down) = -2.86 / -7.95 eV
Orbital gap (spin up / spin down) = 7.39 / 8.01 eV
Net charge = +1
Expectation value of S² = 2.006

Element x y z (Å)
C  -0.3849  -1.2693  0.9315
C  -0.6761  -2.2940  0.0257
C  0.0503  0.9457  0.9801
C  -0.0369  0.4532  -0.5110
C  0.9128  1.1464  -1.5340
N  0.0589  -1.0114  -0.2711
N  -0.3780  -0.2877  1.7246
H  0.0460  -3.0691  0.0980
H  -1.6455  -2.4331  -0.2810
H  1.0905  1.1344  1.1150
H  -0.6386  1.8672  1.2766
H  -1.1293  0.7282  -0.8843
H  1.8916  1.2890  -1.1968
H  0.6373  2.2670  -1.6186
H  0.8064  0.7553  -2.5781
H  -0.6046  -0.2220  2.7233

***

Stability ranking, top and bottom: (b) is the most stable and (a) is the least stable.

***

(a)
The following is a quantum chemistry calculation of 2 unconnected molecules or ions with the total composition C9H16N, from the OMol25 dataset.

Values from the calculation:
HOMO = -11.5386 eV
LUMO energy = -3.76 eV
Orbital gap = 7.78 eV
Net charge = +1

Element x y z (Å)
C  -3.6028  1.3292  -0.9831
C  0.0639  1.3867  -0.0615
C  0.5824  2.0474  -1.1559
C  -1.3135  1.1166  0.0352
C  -2.1425  1.5094  -1.0349
C  -0.2396  2.4382  -2.1610
C  -1.5700  2.1673  -2.0992
H  0.7272  1.0825  0.7710
H  1.6928  2.2552  -1.2601
H  -1.7239  0.6052  0.8707
H  0.1966  3.0276  -2.9765
H  -4.0730  2.1666  -1.4488
H  -3.9583  1.3253  0.0835
H  -2.2195  2.5183  -2.8833
H  -3.8993  0.4166  -1.4993
C  1.8316  -1.7174  1.0397
C  1.7568  -3.0851  0.6083
N  2.1773  -1.9098  2.5337
H  2.6660  -1.1838  0.5236
H  0.8902  -1.1583  0.8839
H  0.9075  -3.5889  1.0388
H  2.6267  -3.5857  1.0452
H  3.1687  -2.1599  2.6097
H  1.9991  -1.0498  3.0211
H  1.6582  -2.6195  2.9786
H  1.7974  -3.3339  -0.4796

***

(b)
The following is a quantum chemistry calculation of 2 unconnected molecules or ions with the total composition C9H16N, from the OMol25 dataset.

Values from the calculation:
HOMO = -14.2892 eV
LUMO energy = -3.19 eV
Orbital gap = 11.10 eV
Net charge = +1

Element x y z (Å)
C  -1.2808  -1.3765  -0.7969
C  -2.2496  -0.6716  -0.2313
C  1.3037  0.7368  0.2883
C  0.3076  1.5853  1.0475
C  -1.0550  0.0487  -0.8071
C  1.3706  -2.0507  -2.7012
C  -0.1616  -0.0729  2.9504
C  -0.4918  1.2569  -1.5451
C  -0.3894  1.2574  2.2853
N  -0.0562  0.9787  -0.1680
H  -0.7931  -2.2822  -0.9929
H  -3.2720  -0.3895  -0.1035
H  1.9825  1.1746  -0.3723
H  1.7311  -0.1710  0.7446
H  0.5219  2.7057  0.9936
H  1.9734  -1.2921  -2.3800
H  1.6459  -2.1017  -3.7241
H  1.5073  -3.0702  -2.3695
H  0.8281  -0.1368  3.4445
H  -0.3729  -0.9479  2.2523
H  -0.9368  -0.1492  3.7282
H  -1.2402  2.0824  -1.7505
H  0.4681  1.2828  -2.0924
H  0.3368  -1.7307  -2.7276
H  -0.2716  2.0260  3.0879
H  -1.4058  1.3077  1.9398

***

Stability ranking, top and bottom: (a) is the most stable and (b) is the least stable.

***

(a)
The following is a quantum chemistry calculation of a single C3H4N2O2 molecule, from the OMol25 dataset.

Values from the calculation:
HOMO = -8.4557 eV
LUMO energy = 0.75 eV
Orbital gap = 9.21 eV
SMILES string = Oc1c[nH]c(O)n1

Element x y z (Å)
O  -2.0364  -0.8864  0.9792
C  -0.9290  -0.3349  0.4052
C  -0.9666  0.5235  -0.6487
N  0.4526  0.7773  -0.9013
C  1.1001  0.0781  0.0546
O  2.4369  0.1442  0.1754
N  0.3329  -0.6087  0.8546
H  -2.1838  -1.7285  0.5280
H  -1.8515  1.1475  -0.8223
H  1.0244  1.1482  -1.6642
H  2.6204  -0.2605  1.0396

***

(b)
The following is a quantum chemistry calculation of a single C3H4N2O2 molecule, from the OMol25 dataset.

Values from the calculation:
HOMO = -9.1197 eV
LUMO energy = 0.59 eV
Orbital gap = 9.71 eV
SMILES string = Nc1cnoc1O

Element x y z (Å)
N  -1.4724  -0.6253  -0.0074
C  -0.0677  -0.2519  0.0604
C  1.1592  -0.9428  -0.0068
N  2.1581  -0.0957  -0.0181
O  1.5884  1.1749  0.0338
C  0.2869  1.0511  0.0194
O  -0.4055  2.2023  0.0068
H  -1.6029  -1.3586  -0.7494
H  -1.7556  -1.0487  0.8695
H  1.4237  -1.9734  0.0236
H  -1.3121  1.8682  -0.2318

***

(c)
The following is a quantum chemistry calculation of a single C3H4N2O2 molecule, from the OMol25 dataset.

Values from the calculation:
HOMO = -9.5460 eV
LUMO energy = -0.20 eV
Orbital gap = 9.34 eV
SMILES string = OC1(O)C=CN=N1

Element x y z (Å)
O  -0.7590  -1.4976  0.4961
C  -0.5859  -0.1737  0.0546
O  -1.5404  0.3167  -0.6724
C  0.7423  0.0324  -0.7618
C  1.5701  0.6657  0.0734
N  0.9009  1.0558  1.2714
N  -0.2519  0.6112  1.3022
H  -1.4059  -1.9869  -0.0344
H  -2.2400  0.4699  -0.0410
H  0.9277  -0.6330  -1.5899
H  2.6420  1.1397  -0.0982

***

Stability ranking, top and bottom: (a) is the most stable and (c) is the least stable.

***

(a)
The following is a quantum chemistry calculation of a single C3H4N2O2 molecule, from the OMol25 dataset.

Values from the calculation:
HOMO = -9.6305 eV
LUMO energy = 0.88 eV
Orbital gap = 10.51 eV
SMILES string = Cn1ncoc1=O

Element x y z (Å)
C  -1.5368  -0.2820  0.0210
N  -0.1558  -0.1199  0.4358
N  0.6574  -1.1453  -0.0081
C  1.7331  -0.5504  -0.3338
O  1.7898  0.7647  -0.0237
C  0.5161  1.0834  0.4422
O  0.1613  2.1793  0.7735
H  -1.5591  -0.8377  -0.9260
H  -2.0706  -0.8445  0.7820
H  -1.9773  0.7036  -0.1304
H  2.4420  -0.9513  -1.0325

***

(b)
The following is a quantum chemistry calculation of a single C3H4N2O2 molecule, from the OMol25 dataset.

Values from the calculation:
HOMO = -9.5413 eV
LUMO energy = 0.13 eV
Orbital gap = 9.67 eV
SMILES string = C1=NOC=NOC1

Element x y z (Å)
C  1.4717  -0.0426  -0.1932
N  0.9882  -1.2367  -0.5833
O  -0.2448  -1.4983  0.0072
C  -1.4185  -0.8919  0.0187
N  -1.8291  0.1658  -0.4355
O  -0.7174  1.1867  -0.5377
C  0.4654  1.0100  0.2830
H  2.4125  0.2849  -0.5252
H  -2.1207  -1.6649  0.4710
H  0.1408  0.7511  1.2741
H  0.8520  1.9360  0.2210

***

Stability ranking, top and bottom: (a) is the most stable and (b) is the least stable.

***

(a)
The following is a quantum chemistry calculation of 2 unconnected molecules or ions with the total composition C6H15NO, from the OMol25 dataset.

Values from the calculation:
HOMO (spin up / spin down) = 0.9206 / -5.0889 eV
Multiplicity = 2
LUMO energy (spin up / spin down) = 3.82 / 3.67 eV
Orbital gap (spin up / spin down) = 2.90 / 8.76 eV
Net charge = -1
Expectation value of S² = 0.751

Element x y z (Å)
C  -0.7624  2.1019  1.5562
C  -0.3998  1.3340  0.3179
N  0.8081  0.4418  0.4703
C  0.4472  -0.9371  0.9156
C  0.2793  -1.8200  -0.3200
C  1.4888  -1.2119  -1.2163
C  1.6537  0.2217  -0.7509
H  -0.0244  2.8322  1.8148
H  -0.7734  1.4282  2.4106
H  -1.7716  2.6252  1.4595
H  -1.1324  0.7058  -0.2624
H  0.0792  2.2137  -0.3757
H  -0.4853  -0.8491  1.4930
H  1.2440  -1.3097  1.5968
H  0.7090  -2.7938  -0.0650
H  -0.6278  -1.9722  -0.8357
H  1.3519  -1.2754  -2.2348
H  2.3863  -1.8961  -1.0905
H  2.6859  0.4654  -0.4225
H  1.5117  0.9653  -1.4919
H  -3.3995  -1.0541  -0.9383
H  -2.1575  -0.1911  -1.0933
O  -3.1111  -0.0250  -0.9374

***

(b)
The following is a quantum chemistry calculation of 2 unconnected molecules or ions with the total composition C6H15NO, from the OMol25 dataset.

Values from the calculation:
HOMO (spin up / spin down) = 1.2723 / -4.5101 eV
Multiplicity = 2
LUMO energy (spin up / spin down) = 3.84 / 3.69 eV
Orbital gap (spin up / spin down) = 2.57 / 8.20 eV
Net charge = -1
Expectation value of S² = 0.750

Element x y z (Å)
C  0.9610  2.2349  -1.5311
C  0.0539  0.9910  -1.4615
C  0.6448  -0.3751  -1.0039
C  0.4643  -0.8909  0.3795
C  1.4381  -1.0026  1.3060
C  -1.8307  -1.6811  -0.4283
N  -0.8855  -1.2741  0.6091
H  2.0207  1.9407  -1.5952
H  0.5160  2.9800  -2.1159
H  1.0749  2.8657  -0.4358
H  -0.8209  1.2220  -0.6699
H  -0.3999  1.0269  -2.4854
H  1.6632  -0.1050  -1.1396
H  0.3130  -1.0661  -1.7398
H  1.2016  -1.4144  2.2873
H  2.3922  -0.5545  1.0789
H  -2.7778  -1.2059  -0.4675
H  -2.1975  -2.6956  -0.3578
H  -1.2573  -1.6497  -1.4472
H  -0.8361  -1.9772  1.3106
H  -0.7278  1.2947  2.6948
H  -0.7449  0.5980  3.9643
O  -0.2651  0.7386  3.2484

***

Stability ranking, top and bottom: (a) is the most stable and (b) is the least stable.